113
Properties=species:S:1:pos:R:3 method="wB97M-V/def2-TZVPD" e_homo_ev=-9.073 homo_lumo_gap_ev=8.781 total_energy_ev=-190735.18841 largest_force_ha_per_bohr=0.044
Ba 0.61475 -0.21207 4.73777
Hg 3.02651 2.73042 2.14838
Zn -2.29387 2.47990 2.63245
S 3.96939 0.09760 3.11771
O 2.62711 0.71980 3.43102
O 3.82961 -1.03542 2.17817
O 4.72824 1.23431 2.48267
O 4.61943 -0.36615 4.32655
S -0.15573 3.39869 3.93322
O -0.15622 4.02147 5.23551
O 1.21021 3.45073 3.36878
O -0.73485 1.99142 3.97114
O -1.12627 4.06822 2.98561
C -3.92836 -1.73994 2.89443
F -5.19390 -1.86860 3.05266
F -3.33834 -2.88543 3.15063
F -3.66866 -1.44550 1.60930
S -3.26482 -0.40380 4.00545
O -4.13159 -0.28087 5.11509
O -1.91386 -0.84836 4.33018
O -3.26583 0.73802 3.09866
C -0.14855 -0.13349 -0.50766
F -1.09647 -1.06502 -0.41529
F 0.96658 -0.72879 -0.87015
F -0.51971 0.77596 -1.40606
S 0.02391 0.67035 1.13056
O 1.23681 1.44059 1.06907
O -1.10254 1.58020 1.24796
O 0.00328 -0.39689 2.10803
C -4.76605 3.61472 1.64262
C -4.56659 4.27574 2.99493
O -3.76791 3.44078 3.83273
O -3.49190 3.12025 1.11515
H -5.15502 4.31326 0.90090
H -5.42569 2.74994 1.77103
H -5.56335 4.37383 3.43025
H -4.13605 5.27413 2.89690
H -4.08025 3.54372 4.73573
H -3.69733 2.64229 0.27744
C -0.15405 -3.94546 2.08729
C -0.00173 -3.48208 3.52464
O 1.23675 -2.73959 3.75403
O 0.88381 -4.83117 1.70912
H -0.22752 -3.11983 1.37747
H -1.06565 -4.55209 2.12051
H 0.08635 -4.38447 4.14446
H -0.85386 -2.94800 3.94222
H 1.91669 -3.27255 3.31561
H 1.64959 -4.30149 1.39316
C 0.88285 0.53182 -4.19644
C 2.36443 0.32845 -3.98921
O 3.05392 1.59382 -4.03326
O 0.52818 0.58631 -5.59698
H 0.55121 1.44585 -3.69367
H 0.43498 -0.37033 -3.77720
H 2.74740 -0.37502 -4.73461
H 2.47663 -0.13288 -2.99310
H 3.99644 1.41433 -4.12077
H 1.17102 1.18483 -6.00515
C 5.07814 -2.80286 -0.20119
C 3.69994 -2.39816 -0.65001
O 2.77642 -2.38916 0.40853
O 5.76381 -1.72731 0.38400
H 5.68825 -3.17965 -1.02286
H 4.94129 -3.60446 0.54375
H 3.33644 -3.04920 -1.44555
H 3.75128 -1.38179 -1.07267
H 3.15549 -1.79499 1.10594
H 5.12143 -1.37858 1.07358
C -3.17950 0.49515 -2.94797
C -3.29679 1.95210 -2.51199
O -4.15608 2.08735 -1.36844
O -4.16776 0.03111 -3.85754
H -3.26201 -0.13497 -2.05466
H -2.19009 0.37507 -3.38973
H -3.67337 2.54888 -3.35099
H -2.30356 2.32105 -2.27743
H -5.01623 1.74703 -1.63925
H -4.99489 -0.11614 -3.39007
C 0.57762 -5.08874 -2.99286
C -0.91305 -5.19324 -2.84199
C -1.56120 -3.88117 -2.40832
O -2.87142 -4.16030 -1.93498
C -3.56143 -2.99271 -1.58226
N -1.51551 -5.71992 -4.11244
H 0.93143 -4.28216 -3.63783
H 0.99157 -6.05402 -3.27828
H 1.02438 -4.88588 -2.00768
H -1.14480 -5.94588 -2.08342
H -1.59857 -3.15062 -3.23912
H -0.97562 -3.38239 -1.61288
H -4.38489 -3.32105 -0.94412
H -3.90507 -2.43049 -2.45814
H -2.99459 -2.31700 -0.93028
H -2.51780 -5.51061 -4.06929
H -1.19750 -5.16211 -4.90700
C 1.64057 5.35463 -1.12199
C 2.20448 4.28104 -0.21295
C 3.28665 3.45299 -0.91545
O 3.64593 2.35821 -0.10022
C 4.62395 1.52952 -0.73893
N 2.59185 4.75778 1.14327
H 1.43688 4.89631 -2.09389
H 2.35918 6.16707 -1.26064
H 0.69311 5.75483 -0.76697
H 1.41677 3.53069 -0.06269
H 4.16501 4.09308 -1.10533
H 2.89760 3.08726 -1.86759
H 5.08717 0.84323 -0.03803
H 5.43270 2.14016 -1.17323
H 4.17740 0.99561 -1.58493
H 1.75535 5.16797 1.56243
H 3.28605 5.50098 1.05488